Record 1
{
  "formula": "C5H8NS",
  "method": "the ωB97M-V functional and the def2-TZVPD basis",
  "charge": 1,
  "e_lumo_ev": [-6.048, -6.048],
  "mol_weight_g_mol": 114.193,
  "e_homo_ev": [-13.4, -13.4],
  "de_lowest_kcal_mol": 94.50,
  "homo_lumo_gap_ha": [0.270, 0.270],
  "symbols": ["S", "N", "C", "C", "C", "C", "C", "H", "H", "H", "H", "H", "H", "H", "H"],
  "xyz": [[2.7040, -0.4881, 1.0716], [0.3813, -0.2209, 0.0457], [-0.9433, -0.4293, -0.5435], [1.3955, -2.5194, -0.3839], [0.4793, 2.2108, 0.8933], [1.4328, -1.2783, 0.0901], [0.8049, 0.8733, 0.5420], [0.7450, -2.9080, -1.1042], [-1.8297, 0.1580, -0.0096], [2.4113, -3.1092, -0.2497], [-0.5022, 2.5807, 0.6964], [-0.8898, -0.4195, -1.6196], [0.9251, 2.5207, 1.8032], [-1.3705, -1.4646, -0.4436], [1.1547, 2.8411, 0.0973]],
  "atomic_forces_ev_per_a": [[-2.9, 2.3, -1.0], [-0.3, -1.4, -0.7], [-3.1, -0.8, 0.9], [3.6, 0.4, 0.7], [2.1, 2.0, -3.3], [-0.8, 0.3, 0.5], [3.7, -3.1, 1.7], [-1.3, -0.5, -0.6], [2.4, -0.5, -1.5], [-2.3, 1.1, -0.1], [-1.0, -0.1, 0.2], [0.0, 1.1, -0.4], [0.1, 0.0, 1.1], [1.2, 0.5, 0.7], [-1.4, -1.3, 1.6]],
  "mulliken_charge": [-0.058, 0.089, -0.963, -0.723, -0.865, 0.527, 0.326, 0.361, 0.313, 0.208, 0.364, 0.416, 0.341, 0.347, 0.317]
}



Record 2
{
  "formula": "C7H21B2NO8S",
  "method": "the ωB97M-V functional and the def2-TZVPD basis",
  "e_lumo_ev": -0.497,
  "mol_weight_g_mol": 300.935,
  "e_homo_ev": -10.1,
  "de_lowest_kcal_mol": 112.19,
  "homo_lumo_gap_ha": 0.354,
  "symbols": ["S", "O", "O", "O", "O", "O", "O", "O", "O", "N", "C", "C", "C", "C", "C", "C", "C", "B", "B", "H", "H", "H", "H", "H", "H", "H", "H", "H", "H", "H", "H", "H", "H", "H", "H", "H", "H", "H", "H", "H"],
  "xyz": [[-4.3401, 0.7133, -1.0676], [-5.7554, 0.7793, -1.7570], [-4.1465, -4.4041, -1.6942], [4.2307, 2.9875, 1.9506], [-4.1505, 2.0789, -0.3004], [-0.2870, -2.0731, -2.6036], [3.0913, -1.3986, 0.1073], [-3.0338, 0.2254, -2.1041], [-4.3395, -0.7177, -0.0867], [-4.2970, -3.7057, 0.8373], [3.2235, 5.0771, 1.3185], [3.0069, 3.7074, 1.9280], [-2.7258, -1.2220, -1.9245], [-0.5752, -1.6591, 0.0336], [3.8183, -0.6420, 1.0641], [-4.0261, -1.7550, -1.0816], [4.1897, 0.7067, 0.4832], [-1.2056, -1.6623, -1.4839], [-4.1441, -3.3337, -0.6383], [-3.4492, -3.3736, 1.3477], [-0.4871, -2.7803, 0.4225], [-0.3156, -1.3091, -3.2818], [3.2916, 1.2582, 0.1862], [2.6283, 3.7888, 2.9516], [3.6144, 4.9874, 0.2997], [4.7469, 1.3043, 1.2101], [3.9620, 5.6448, 1.8940], [-4.8063, -4.0348, -2.3773], [3.1891, -0.5171, 1.9503], [-2.8873, -1.6415, -3.0058], [3.6617, -1.5111, -0.6723], [4.8013, 0.5857, -0.4169], [-1.1453, -0.9985, 0.8130], [2.2884, 5.6434, 1.2896], [0.5547, -1.2897, -0.0785], [2.2850, 3.1355, 1.3377], [-5.1536, -3.2111, 1.2191], [4.8622, 3.4996, 2.4843], [4.7116, -1.2049, 1.3516], [-4.8867, -1.6782, -1.9054]],
  "atomic_forces_ev_per_a": [[-4.6, 4.0, 0.6], [6.0, -1.2, 1.9], [-1.9, 4.0, 1.4], [0.4, 0.7, 0.7], [0.7, -6.2, -2.8], [-2.2, 3.0, 1.4], [-0.2, -0.4, -0.4], [-1.5, 0.3, 2.3], [1.0, 1.3, -2.2], [0.0, 1.0, -1.5], [-0.1, 0.2, -0.2], [0.1, 0.4, 0.1], [-2.0, -1.0, -1.6], [0.8, -0.5, -0.1], [0.2, 0.3, -0.4], [-0.7, 0.0, -2.5], [0.4, -0.2, 0.1], [2.3, 0.0, -0.5], [0.1, -1.7, 0.4], [-1.1, -0.1, -0.2], [-0.2, 2.3, -0.6], [-0.1, -2.0, 1.2], [0.1, -0.1, 0.1], [-0.2, 0.0, -0.1], [-0.1, 0.0, 0.1], [-0.2, -0.4, -0.5], [-0.1, 0.0, 0.0], [1.8, -1.0, 1.0], [0.0, -0.2, -0.2], [0.3, 0.6, 1.9], [-0.3, 0.1, 0.4], [0.0, -0.1, 0.0], [1.0, -1.4, -1.5], [0.1, 0.0, 0.0], [-2.4, -0.8, 0.4], [0.2, -0.1, 0.1], [1.6, -0.6, -0.4], [-0.3, -0.2, -0.2], [0.0, 0.1, 0.2], [1.4, 0.0, 1.5]],
  "mulliken_charge": [1.056, -0.536, -0.531, -0.476, -0.532, -0.513, -0.482, -0.287, -0.332, -0.688, -1.072, -0.171, 0.129, -0.665, -0.266, -0.160, -0.804, 0.316, 0.422, 0.312, 0.273, 0.331, 0.091, 0.278, 0.282, 0.249, 0.319, 0.308, 0.263, 0.140, 0.272, 0.412, 0.279, 0.330, 0.055, 0.256, 0.302, 0.269, 0.264, 0.302]
}



Record 3
{
  "formula": "C4H10O3",
  "method": "the ωB97M-V functional and the def2-TZVPD basis",
  "e_lumo_ev": 0.919,
  "mol_weight_g_mol": 106.121,
  "e_homo_ev": -9.8,
  "de_lowest_kcal_mol": 69.88,
  "homo_lumo_gap_ha": 0.395,
  "symbols": ["O", "O", "O", "C", "C", "C", "C", "H", "H", "H", "H", "H", "H", "H", "H", "H", "H"],
  "xyz": [[-1.8795, -1.0288, -0.3411], [2.1902, 1.7246, 0.9005], [-0.2227, 0.6005, 0.5794], [0.4187, 1.1173, -0.5719], [0.6156, -0.2870, -0.2838], [1.5426, 2.0682, -0.2975], [-1.8372, -2.2773, 0.2939], [-0.2781, 1.3711, -1.3716], [-1.0888, -2.9485, -0.1618], [1.1658, 3.0984, -0.2886], [1.4768, 1.5341, 1.5301], [-1.6131, -2.2191, 1.3693], [0.1835, -1.0104, -0.9739], [-1.5527, -0.3375, 0.2611], [-2.8228, -2.7264, 0.1644], [1.4436, -0.6360, 0.3100], [2.2582, 1.9569, -1.1185]],
  "atomic_forces_ev_per_a": [[-0.9, 0.1, 0.0], [-0.1, 0.1, 0.2], [0.2, -0.7, -0.2], [0.4, 0.2, -0.3], [0.3, 0.0, 0.2], [0.0, 0.3, -0.3], [-0.2, -0.4, 0.1], [0.2, 0.0, 0.0], [-0.1, 0.2, 0.0], [0.1, 0.0, 0.1], [0.2, 0.0, 0.0], [-0.1, 0.1, -0.2], [-0.4, 0.2, 0.7], [-0.2, -0.2, -0.3], [0.1, -0.3, 0.2], [0.5, 0.2, -0.2], [0.0, 0.2, 0.1]],
  "mulliken_charge": [-0.552, -0.526, -0.628, 0.257, -0.462, -0.611, -0.573, 0.471, 0.222, 0.277, 0.321, 0.263, 0.287, 0.424, 0.260, 0.275, 0.296]
}



Record 4
{
  "formula": "C45H45N9",
  "method": "the ωB97M-V functional and the def2-TZVPD basis",
  "e_lumo_ev": 0.661,
  "mol_weight_g_mol": 711.918,
  "e_homo_ev": -9.2,
  "de_lowest_kcal_mol": 53.81,
  "homo_lumo_gap_ha": 0.362,
  "symbols": ["N", "N", "N", "N", "N", "N", "N", "N", "N", "C", "C", "C", "C", "C", "C", "C", "C", "C", "C", "C", "C", "C", "C", "C", "C", "C", "C", "C", "C", "C", "C", "C", "C", "C", "C", "C", "C", "C", "C", "C", "C", "C", "C", "C", "C", "C", "C", "C", "C", "C", "C", "C", "C", "C", "H", "H", "H", "H", "H", "H", "H", "H", "H", "H", "H", "H", "H", "H", "H", "H", "H", "H", "H", "H", "H", "H", "H", "H", "H", "H", "H", "H", "H", "H", "H", "H", "H", "H", "H", "H", "H", "H", "H", "H", "H", "H", "H", "H", "H"],
  "xyz": [[-2.8083, 2.0664, 5.0094], [-1.7870, 4.5871, -0.7736], [-6.6680, 0.2897, -0.4048], [-0.8250, -0.1429, 1.4953], [1.6088, -2.7843, -3.7315], [4.3617, 0.0491, 0.0979], [3.9897, -5.4721, -2.0597], [2.5501, 1.4344, 4.8480], [-1.8372, 0.7015, -4.7293], [-1.8319, -0.1578, 0.6251], [-2.7804, 4.9532, 0.0526], [-0.4691, 0.9548, -7.1577], [3.3206, -6.1654, -1.2004], [-1.0503, -0.2853, -5.2159], [-0.8731, 3.3477, 1.0354], [2.5217, -3.0464, -5.8804], [-4.0722, -0.3255, 5.2195], [1.4595, 0.9638, 6.9254], [6.6567, -0.0341, 1.7146], [-4.4908, 0.7309, 6.0487], [-3.8472, 1.9452, 5.8385], [4.4498, -0.7182, 1.1863], [3.2642, -3.4542, -0.9698], [-4.4281, 1.7606, -1.2263], [3.9392, -4.1225, -2.0033], [-2.3077, 1.0229, 4.3155], [1.5120, 2.2795, 4.5410], [0.8169, -0.0785, -0.2365], [2.5607, -5.5487, -0.1872], [-1.8406, 3.7868, 1.8830], [6.6174, 0.7117, 0.5332], [-0.3226, -0.1652, -6.4001], [-4.9030, 0.6976, -1.9911], [-2.9380, -0.2244, 4.3952], [2.4059, -4.4472, -5.7173], [2.4926, 0.8618, 6.0283], [5.4224, 0.8066, -0.2018], [0.4581, 1.9324, 6.7038], [-1.8361, 1.8616, -5.4231], [-6.2389, 1.3380, 0.3160], [-1.1177, 2.0623, -6.5999], [-5.1027, 2.0558, -0.0045], [1.8758, -4.9580, -4.5768], [-0.8215, 3.7596, -0.2796], [-1.5260, -0.1624, -0.7696], [-2.8251, 4.6460, 1.3849], [1.4527, -4.0930, -3.5916], [-5.9861, -0.0030, -1.5052], [0.4967, 2.6243, 5.4172], [5.5251, -0.7439, 2.0641], [2.6048, -4.2295, 0.0340], [0.4759, -0.1109, 1.1026], [-0.1661, -0.1151, -1.1743], [2.1238, -2.2288, -4.8153], [3.5673, -1.2989, 1.3819], [-4.1493, 2.9320, 6.2608], [2.8392, -2.5439, -6.7778], [-4.6648, -1.2186, 5.2972], [1.8672, -0.1326, -0.4914], [-6.2810, -0.9463, -2.0406], [-2.6647, -1.0446, 3.7725], [-1.0137, -1.1355, -4.5356], [-4.3968, 0.4250, -2.9379], [7.3760, 1.4307, 0.1911], [-4.8445, 3.0011, 0.5341], [-3.5922, 2.3189, -1.5436], [-1.2558, 2.9968, -7.0981], [-1.3992, 1.0629, 3.7189], [2.0912, -1.0987, -4.9231], [3.2135, -7.1899, -1.3534], [-2.7679, -0.0084, 1.1218], [1.8358, -6.0364, -4.4140], [-0.0118, 1.0660, -8.1466], [-0.3601, 2.0691, 7.4118], [-6.8059, 1.5519, 1.2104], [3.2667, -2.3874, -0.9711], [-3.5520, 5.5574, -0.4181], [0.0278, 0.0006, -2.2380], [-2.2789, -0.0099, -1.6019], [0.2898, -1.0412, -6.6015], [-5.3198, 0.5129, 6.7752], [-2.5094, 2.6674, -5.0458], [-0.0002, 3.4840, -0.9112], [2.8618, -5.0887, -6.4642], [0.0432, 2.8635, 1.3745], [1.4050, 0.3651, 7.7995], [3.2234, 0.0904, 6.1639], [1.2324, -0.0363, 1.8501], [4.4817, -3.6103, -2.8155], [-0.3592, 3.2759, 5.0707], [5.5812, -1.4649, 2.8759], [7.3684, 0.1733, 2.4999], [-1.7863, 3.3670, 2.9864], [1.4437, 2.7030, 3.4870], [5.3476, 1.4415, -1.0523], [1.9546, -6.2244, 0.4320], [2.1214, -3.7815, 0.9263], [-3.6716, 4.9947, 1.9441], [0.9841, -4.4669, -2.6936]],
  "atomic_forces_ev_per_a": [[1.0, 0.1, -0.7], [0.7, -1.1, 0.0], [0.2, 0.2, 0.2], [1.3, 0.1, 0.9], [-0.8, 1.0, 1.4], [0.1, 0.3, 0.1], [1.1, 1.0, -1.5], [-1.4, 1.6, -1.0], [0.5, 0.3, -0.8], [2.2, 0.4, -1.5], [0.8, 0.2, -1.2], [0.7, 1.8, -0.7], [-1.6, 1.9, 1.0], [-0.6, 1.4, 1.0], [2.2, -0.1, -0.5], [-0.5, 0.0, 0.8], [0.4, 0.5, 0.6], [-1.7, 2.2, 0.2], [-0.6, 1.4, -0.1], [-0.3, -0.8, -0.3], [0.1, 0.7, -0.1], [-0.2, 0.2, -0.1], [0.4, -1.1, 0.0], [-1.7, -0.7, 1.3], [-0.1, -0.3, 1.0], [-1.2, -0.9, 1.2], [0.5, 0.1, -0.8], [1.3, -0.7, 0.8], [-0.3, -3.0, 0.5], [-0.7, -0.6, 2.9], [-0.5, 1.4, -0.4], [-0.3, -1.9, 1.3], [1.0, 0.6, -0.2], [-1.3, 0.9, 0.5], [1.3, 1.5, -1.3], [0.1, -1.1, -0.7], [0.6, -1.8, 1.2], [0.8, 0.0, -2.1], [-0.4, -0.1, 0.5], [0.2, -0.6, -0.2], [-1.0, -1.2, 0.3], [0.6, 1.4, -1.2], [-0.2, -1.2, 0.6], [-2.1, 1.7, 0.0], [-0.3, 0.9, -0.5], [0.0, -1.0, 0.5], [0.2, 0.6, -0.7], [-0.6, -1.7, -0.6], [-1.0, -0.8, 1.5], [0.3, -1.0, -0.8], [0.4, 2.6, -0.6], [-2.2, 0.0, -0.7], [-2.5, 0.2, -0.5], [-0.4, -0.2, -1.1], [-0.3, -0.3, 0.2], [0.0, -1.1, 0.1], [0.4, -0.3, -0.3], [0.2, -0.5, -0.2], [0.1, 0.4, -0.2], [0.0, 1.1, 0.5], [0.4, -0.4, -0.3], [0.3, -0.2, -0.5], [-0.4, 0.1, 0.7], [0.1, -0.7, 0.6], [-0.1, -1.2, -0.2], [0.9, 0.7, -0.2], [0.2, 0.3, -0.4], [-0.2, 0.7, 0.0], [0.3, -1.5, 0.4], [0.2, -1.8, -0.1], [-0.9, -0.3, -0.5], [-0.1, 0.3, -0.1], [0.0, -0.2, 0.4], [0.2, 0.1, -0.3], [-0.1, 0.1, 0.1], [0.0, 0.6, 0.2], [0.0, 0.0, 0.2], [0.1, -0.3, 0.2], [0.7, -0.5, 1.4], [-0.1, 0.3, -0.7], [0.9, 0.7, -0.9], [0.7, -0.7, -0.2], [0.1, -0.1, -0.4], [-0.4, -0.1, -0.1], [-0.6, -0.5, 0.3], [0.2, -0.5, 0.6], [0.6, -0.2, 0.4], [0.3, -0.1, 0.7], [-0.4, -0.1, 0.6], [1.2, -0.7, 0.6], [-0.4, 0.5, 0.2], [0.8, -0.5, -0.4], [-0.5, 1.3, -2.3], [0.5, -0.6, 1.4], [-0.1, 0.4, -0.6], [0.3, 0.4, 0.0], [0.2, -0.2, -0.9], [-0.1, 0.1, 0.5], [0.0, 0.1, 0.2]],
  "mulliken_charge": [-0.265, -0.574, -0.605, -0.150, -0.107, -0.207, -0.581, -0.547, -0.206, -0.201, -0.208, -0.348, -0.259, -0.146, 0.125, -0.627, -0.168, -0.448, -0.208, -0.456, -0.332, 0.343, 0.033, -0.223, -0.570, -0.091, 0.036, -0.222, -0.523, 0.508, -0.492, -0.625, -0.269, -0.916, -0.306, -0.307, -0.265, -0.315, -0.116, -0.410, -0.512, -0.031, -0.337, -0.676, -0.289, -0.571, -0.416, -0.275, -0.230, -1.096, -0.180, -1.103, -0.221, -0.416, 0.379, 0.374, 0.442, 0.394, 0.586, 0.294, 0.525, 0.482, 0.328, 0.322, 0.140, 0.647, 0.372, 0.581, 0.553, 0.434, 0.509, 0.374, 0.375, 0.401, 0.394, 0.552, 0.369, 0.485, 0.055, 0.414, 0.331, 0.343, 0.457, 0.360, 0.129, 0.406, 0.374, 0.580, 0.416, 0.395, 0.374, 0.360, -0.001, 0.269, 0.439, 0.325, 0.341, 0.441, 0.480]
}